{
  "formula": "C8H15BiClI2N2OP",
  "method": "ωB97M-V/def2-TZVPD",
  "elements": ["Bi", "I", "I", "Cl", "P", "O", "N", "N", "C", "C", "C", "C", "C", "C", "C", "C", "H", "H", "H", "H", "H", "H", "H", "H", "H", "H", "H", "H", "H", "H", "H"],
  "coordinates": [[-0.05, -0.07, 0.04], [-2.56, 4.49, 0.56], [-0.02, 4.87, 0.20], [-2.25, -0.44, 0.81], [-0.94, -0.13, -2.20], [2.82, 0.40, -1.01], [1.73, -0.34, 3.98], [0.89, -0.18, 1.97], [1.40, 1.01, 3.76], [-1.77, -1.69, -2.51], [1.54, -2.48, 2.74], [0.88, 1.12, 2.53], [0.23, 0.09, -3.54], [1.76, 0.23, -0.64], [1.39, -1.03, 2.87], [-2.19, 1.14, -2.41], [0.73, 1.06, -3.47], [0.52, 1.96, 2.01], [-2.66, 1.03, -3.40], [-0.32, 0.04, -4.50], [-1.05, -2.52, -2.51], [-2.96, 1.04, -1.63], [0.99, -0.69, -3.53], [1.19, -2.88, 1.76], [0.96, -2.99, 3.54], [-1.75, 2.14, -2.34], [1.53, 1.79, 4.43], [2.60, -2.77, 2.88], [-2.52, -1.87, -1.73], [2.13, -0.71, 4.85], [-2.26, -1.64, -3.50]],
  "nbo_charge": [0.940, 0.028, -0.011, -0.299, 1.215, -0.309, -0.467, -0.560, -0.021, -0.980, -0.691, -0.097, -0.990, 0.374, 0.465, -0.979, 0.280, 0.258, 0.291, 0.307, 0.276, 0.290, 0.280, 0.253, 0.280, 0.283, 0.263, 0.277, 0.287, 0.469, 0.286],
  "total_energy_ev": -57400.372,
  "largest_force_ha_per_bohr": 0.1177,
  "homo_energy_ev": -14.135,
  "charge": 2,
  "lumo_energy_ev": -9.46
}



{
  "formula": "C22H37N2O",
  "method": "ωB97M-V/def2-TZVPD",
  "elements": ["O", "N", "N", "C", "C", "C", "C", "C", "C", "C", "C", "C", "C", "C", "C", "C", "C", "C", "C", "C", "C", "C", "C", "C", "C", "H", "H", "H", "H", "H", "H", "H", "H", "H", "H", "H", "H", "H", "H", "H", "H", "H", "H", "H", "H", "H", "H", "H", "H", "H", "H", "H", "H", "H", "H", "H", "H", "H", "H", "H", "H", "H"],
  "coordinates": [[-1.59, -0.55, -1.37], [1.37, -0.63, -0.43], [0.32, 1.67, -0.99], [-0.10, 1.27, -2.15], [0.65, -1.22, 0.80], [-5.45, 0.34, 0.74], [3.64, -2.83, 0.53], [1.23, 2.68, -0.98], [-3.78, -1.74, -0.01], [3.67, -2.13, -0.68], [2.55, -3.01, 1.64], [0.83, -1.11, -1.46], [-2.84, -0.61, -1.95], [1.93, 2.71, 1.55], [1.11, -2.82, 1.03], [2.99, -0.85, -0.38], [0.51, 3.14, 1.99], [-4.67, -1.88, 1.08], [-4.48, 0.28, -0.53], [-5.50, -0.74, 1.50], [-0.59, 2.05, 1.56], [2.43, 2.93, 0.04], [-0.81, 1.82, 0.05], [-0.40, -0.51, -2.25], [-3.72, -0.70, -0.75], [0.65, 3.92, -0.93], [-1.03, 1.68, -2.50], [2.74, -3.85, 2.32], [-0.23, -1.40, 0.69], [2.67, 3.23, 1.91], [1.61, -0.89, -2.49], [3.07, 0.06, -1.15], [0.53, -3.09, 1.92], [-6.20, -0.78, 2.33], [0.23, 4.17, 1.59], [0.45, 3.22, 2.87], [0.85, -0.67, 1.83], [2.93, -2.58, -1.42], [0.80, 0.75, -0.34], [4.56, -2.01, -1.10], [1.60, 2.83, -1.85], [-1.52, 2.37, 1.83], [4.12, -3.86, 0.19], [0.71, 1.54, -2.88], [-0.18, 1.23, 1.82], [2.85, -2.09, 2.41], [-6.05, 1.18, 1.10], [-4.88, -2.85, 1.56], [1.92, 1.57, 1.85], [0.48, -2.18, -1.65], [-2.99, 0.47, -2.44], [-3.23, -2.73, 0.05], [-2.86, -1.56, -2.51], [-4.41, 1.39, -1.07], [4.68, -2.50, 1.04], [1.13, -3.46, 0.03], [-1.53, 1.21, -0.11], [-0.65, -0.64, -3.34], [3.21, -0.22, 0.44], [2.80, 3.87, 0.08], [3.15, 2.33, -0.29], [-1.32, 2.78, -0.39]],
  "nbo_charge": [-0.611, -0.539, -0.529, -0.240, -0.187, -0.196, -0.420, -0.164, -0.254, -0.444, -0.403, -0.238, -0.067, -0.375, -0.442, -0.160, -0.334, -0.163, -0.171, -0.234, -0.390, -0.378, -0.187, 0.138, -0.091, 0.168, 0.215, 0.249, 0.184, 0.210, 0.205, 0.197, 0.237, 0.226, 0.197, 0.174, 0.212, 0.204, 0.527, 0.248, 0.199, 0.240, 0.219, 0.211, 0.188, 0.193, 0.226, 0.220, 0.170, 0.208, 0.177, 0.233, 0.199, 0.213, 0.210, 0.228, 0.226, 0.239, 0.214, 0.223, 0.198, 0.193],
  "total_energy_ev": -28418.710,
  "largest_force_ha_per_bohr": 0.3137,
  "homo_energy_ev": -11.276,
  "charge": 1,
  "lumo_energy_ev": -1.97
}



Copy entry 2 word for word.
{
  "formula": "C22H37N2O",
  "method": "ωB97M-V/def2-TZVPD",
  "elements": ["O", "N", "N", "C", "C", "C", "C", "C", "C", "C", "C", "C", "C", "C", "C", "C", "C", "C", "C", "C", "C", "C", "C", "C", "C", "H", "H", "H", "H", "H", "H", "H", "H", "H", "H", "H", "H", "H", "H", "H", "H", "H", "H", "H", "H", "H", "H", "H", "H", "H", "H", "H", "H", "H", "H", "H", "H", "H", "H", "H", "H", "H"],
  "coordinates": [[-1.59, -0.55, -1.37], [1.37, -0.63, -0.43], [0.32, 1.67, -0.99], [-0.10, 1.27, -2.15], [0.65, -1.22, 0.80], [-5.45, 0.34, 0.74], [3.64, -2.83, 0.53], [1.23, 2.68, -0.98], [-3.78, -1.74, -0.01], [3.67, -2.13, -0.68], [2.55, -3.01, 1.64], [0.83, -1.11, -1.46], [-2.84, -0.61, -1.95], [1.93, 2.71, 1.55], [1.11, -2.82, 1.03], [2.99, -0.85, -0.38], [0.51, 3.14, 1.99], [-4.67, -1.88, 1.08], [-4.48, 0.28, -0.53], [-5.50, -0.74, 1.50], [-0.59, 2.05, 1.56], [2.43, 2.93, 0.04], [-0.81, 1.82, 0.05], [-0.40, -0.51, -2.25], [-3.72, -0.70, -0.75], [0.65, 3.92, -0.93], [-1.03, 1.68, -2.50], [2.74, -3.85, 2.32], [-0.23, -1.40, 0.69], [2.67, 3.23, 1.91], [1.61, -0.89, -2.49], [3.07, 0.06, -1.15], [0.53, -3.09, 1.92], [-6.20, -0.78, 2.33], [0.23, 4.17, 1.59], [0.45, 3.22, 2.87], [0.85, -0.67, 1.83], [2.93, -2.58, -1.42], [0.80, 0.75, -0.34], [4.56, -2.01, -1.10], [1.60, 2.83, -1.85], [-1.52, 2.37, 1.83], [4.12, -3.86, 0.19], [0.71, 1.54, -2.88], [-0.18, 1.23, 1.82], [2.85, -2.09, 2.41], [-6.05, 1.18, 1.10], [-4.88, -2.85, 1.56], [1.92, 1.57, 1.85], [0.48, -2.18, -1.65], [-2.99, 0.47, -2.44], [-3.23, -2.73, 0.05], [-2.86, -1.56, -2.51], [-4.41, 1.39, -1.07], [4.68, -2.50, 1.04], [1.13, -3.46, 0.03], [-1.53, 1.21, -0.11], [-0.65, -0.64, -3.34], [3.21, -0.22, 0.44], [2.80, 3.87, 0.08], [3.15, 2.33, -0.29], [-1.32, 2.78, -0.39]],
  "nbo_charge": [-0.611, -0.539, -0.529, -0.240, -0.187, -0.196, -0.420, -0.164, -0.254, -0.444, -0.403, -0.238, -0.067, -0.375, -0.442, -0.160, -0.334, -0.163, -0.171, -0.234, -0.390, -0.378, -0.187, 0.138, -0.091, 0.168, 0.215, 0.249, 0.184, 0.210, 0.205, 0.197, 0.237, 0.226, 0.197, 0.174, 0.212, 0.204, 0.527, 0.248, 0.199, 0.240, 0.219, 0.211, 0.188, 0.193, 0.226, 0.220, 0.170, 0.208, 0.177, 0.233, 0.199, 0.213, 0.210, 0.228, 0.226, 0.239, 0.214, 0.223, 0.198, 0.193],
  "total_energy_ev": -28418.710,
  "largest_force_ha_per_bohr": 0.3137,
  "homo_energy_ev": -11.276,
  "charge": 1,
  "lumo_energy_ev": -1.97
}